{
  "formula": "C37H32Cl2N5O4STi",
  "method": "wB97M-V/def2-TZVPD",
  "e_above_lowest_kj_mol": 35.6,
  "gap_ev": [4.7, 4.6],
  "total_energy_ha": -4172.2422,
  "charge": -1,
  "symbols": ["Ti", "C", "C", "C", "C", "C", "C", "C", "C", "N", "C", "O", "C", "C", "C", "C", "C", "N", "C", "O", "N", "C", "C", "C", "C", "C", "C", "C", "C", "H", "H", "H", "H", "H", "H", "H", "H", "H", "H", "H", "H", "H", "H", "H", "H", "H", "H", "H", "H", "H", "Cl", "C", "C", "C", "Cl", "C", "O", "C", "C", "O", "C", "H", "H", "H", "N", "C", "S", "N", "C", "C", "C", "C", "C", "C", "H", "H", "H", "H", "H", "H", "H", "H"],
  "xyz": [[0.087, -0.584, -0.266], [3.690, 0.187, 1.416], [3.635, -1.290, 1.147], [4.796, -1.980, 0.836], [4.766, -3.339, 0.551], [3.560, -4.010, 0.579], [2.372, -3.352, 0.891], [1.090, -4.137, 0.910], [2.413, -1.990, 1.183], [1.213, -1.252, 1.416], [1.039, -0.735, 2.632], [1.640, -0.957, 3.686], [-0.071, 0.298, 2.636], [-0.498, 0.974, 3.766], [-1.445, 1.978, 3.599], [-1.942, 2.279, 2.336], [-1.483, 1.532, 1.262], [-0.575, 0.582, 1.437], [-1.950, 1.712, -0.174], [-2.757, 2.612, -0.425], [-1.378, 0.815, -0.973], [-1.532, 0.955, -2.385], [-2.345, 0.071, -3.095], [-3.177, -0.945, -2.371], [-2.364, 0.144, -4.483], [-1.597, 1.078, -5.159], [-0.817, 1.970, -4.441], [-0.778, 1.929, -3.052], [0.041, 2.928, -2.285], [4.673, 0.582, 1.159], [2.950, 0.717, 0.813], [3.494, 0.395, 2.470], [5.733, -1.437, 0.797], [5.679, -3.863, 0.296], [3.522, -5.070, 0.349], [1.132, -4.924, 1.667], [0.231, -3.507, 1.123], [0.919, -4.613, -0.058], [-0.068, 0.714, 4.723], [-1.786, 2.540, 4.460], [-2.663, 3.063, 2.150], [-3.804, -0.461, -1.617], [-3.834, -1.469, -3.066], [-2.549, -1.673, -1.857], [-2.987, -0.551, -5.037], [-1.605, 1.110, -6.241], [-0.215, 2.706, -4.961], [0.718, 3.462, -2.952], [-0.612, 3.654, -1.794], [0.641, 2.442, -1.516], [3.559, -0.944, -6.615], [2.961, -0.676, -4.988], [3.565, 0.330, -4.223], [3.072, 0.531, -2.954], [3.794, 1.774, -1.966], [2.010, -0.204, -2.418], [1.549, 0.073, -1.203], [1.426, -1.248, -3.203], [0.387, -2.058, -2.732], [-0.160, -1.936, -1.541], [1.940, -1.445, -4.516], [4.380, 0.924, -4.606], [-0.020, -2.833, -3.376], [1.505, -2.213, -5.141], [-3.740, -0.467, 1.424], [-2.997, -1.511, 1.883], [-2.088, -2.425, 0.827], [-3.149, -1.735, 3.211], [-2.493, -2.681, 4.040], [-3.222, -3.223, 5.094], [-2.616, -4.099, 5.980], [-1.281, -4.443, 5.815], [-0.559, -3.897, 4.764], [-1.156, -3.017, 3.875], [-3.574, -0.234, 0.455], [-3.899, 0.322, 2.032], [-3.911, -1.245, 3.653], [-4.267, -2.959, 5.214], [-3.191, -4.514, 6.797], [-0.806, -5.125, 6.507], [0.489, -4.132, 4.634], [-0.580, -2.600, 3.066]],
  "forces_ev_per_a": [[0.61, -0.67, -1.24], [-0.03, -0.02, 0.00], [-0.03, -0.03, -0.02], [-0.03, 0.00, 0.00], [-0.01, -0.01, 0.00], [0.02, -0.02, 0.00], [0.01, -0.06, 0.01], [-0.04, 0.04, 0.00], [0.04, 0.08, -0.09], [0.13, -0.07, 0.07], [-0.11, 0.11, 0.29], [0.00, -0.01, -0.17], [0.02, 0.06, 0.06], [0.01, -0.03, -0.13], [-0.06, 0.09, 0.06], [0.04, -0.04, -0.01], [-0.09, 0.06, -0.07], [0.05, -0.05, 0.12], [0.11, 0.14, 0.31], [-0.05, -0.03, -0.06], [-0.15, -0.07, 0.03], [0.07, 0.03, 0.02], [0.04, -0.03, 0.00], [0.01, 0.00, 0.00], [-0.01, 0.02, -0.01], [-0.01, -0.01, -0.01], [0.01, -0.01, 0.01], [-0.04, 0.03, 0.00], [0.01, -0.02, -0.03], [0.00, -0.01, 0.01], [0.00, 0.00, 0.02], [-0.02, 0.01, 0.03], [0.00, 0.00, 0.00], [0.00, 0.00, 0.00], [0.01, -0.01, 0.00], [0.01, -0.02, 0.00], [0.06, -0.05, 0.00], [-0.01, 0.00, 0.00], [0.00, 0.00, 0.01], [-0.01, 0.00, -0.01], [0.00, 0.01, 0.03], [-0.03, -0.01, -0.04], [-0.01, -0.01, 0.00], [-0.04, 0.03, -0.02], [0.00, 0.00, 0.00], [0.00, 0.00, 0.00], [0.00, 0.00, 0.00], [-0.01, 0.01, -0.01], [0.01, -0.02, 0.01], [0.04, -0.04, 0.03], [0.01, 0.00, -0.01], [-0.02, -0.03, -0.01], [-0.01, -0.01, 0.01], [0.02, 0.08, 0.03], [-0.03, 0.00, -0.02], [-0.03, -0.10, -0.03], [-0.54, -0.01, 0.31], [0.03, 0.01, 0.03], [0.04, -0.07, -0.11], [0.05, 0.67, 0.54], [0.02, 0.02, 0.00], [0.00, 0.00, -0.01], [-0.01, -0.02, 0.04], [0.00, 0.00, -0.01], [0.08, -0.07, 0.01], [-0.24, 0.11, -0.06], [0.07, 0.00, 0.07], [0.08, -0.04, 0.00], [-0.02, 0.04, -0.03], [0.02, 0.00, -0.02], [0.01, -0.01, 0.00], [-0.01, 0.00, 0.02], [0.00, 0.01, -0.01], [0.01, -0.01, 0.05], [0.00, 0.01, 0.02], [-0.04, 0.00, 0.01], [0.01, 0.01, 0.00], [0.00, 0.00, 0.00], [0.00, 0.00, 0.00], [0.00, 0.00, 0.00], [0.00, 0.00, 0.00], [0.01, 0.04, -0.02]],
  "mulliken_charge": [-0.198, -1.259, 1.437, -0.985, -0.875, -0.815, 1.229, -1.156, -0.450, 1.576, -0.796, -0.813, 0.821, -0.653, -0.588, -0.727, 0.090, 1.278, -0.520, -0.801, 1.585, -0.818, 1.214, -1.021, -1.083, -0.919, -0.944, 1.553, -1.346, 0.411, -0.008, 0.289, 0.358, 0.397, 0.448, 0.455, -0.614, 0.312, 0.570, 0.417, 0.596, 0.196, 0.491, 0.045, 0.371, 0.394, 0.371, 0.396, 0.318, -0.010, -0.281, 0.310, -0.669, 1.013, -0.264, -0.896, 0.365, 1.379, -1.023, -0.569, -1.513, 0.464, 0.198, 0.403, -0.451, 0.387, -0.216, 0.108, -0.099, -0.646, -0.492, -0.653, -0.724, 0.650, -0.136, 0.326, 0.289, 0.383, 0.366, 0.391, 0.486, -0.101]
}